No. 1
Entry from the OMol25 dataset: an isolated molecule of C5H12N2 at a distorted geometry (wB97M-V/def2-TZVPD).

Each line ends with the Mulliken charge.
Cartesian coordinates (Å):
N -1.99 -1.13 -0.10  -0.81
N 0.50 -0.99 -0.37  -0.47
C 0.40 0.30 -0.65  0.17
C -0.94 1.08 -0.24  -0.47
C 1.73 0.70 0.21  -0.72
C 1.83 -0.91 0.21  -0.54
C -1.62 0.12 0.68  -1.07
H 1.74 -1.73 1.07  0.27
H -2.36 -0.77 -0.99  0.35
H -0.77 2.21 -0.10  0.37
H -2.35 0.81 1.14  0.26
H -1.08 -0.17 1.48  0.57
H 0.71 0.53 -1.77  0.18
H 2.52 -1.35 -0.37  0.32
H -0.93 -1.21 -0.58  0.52
H -1.66 1.26 -1.15  0.24
H 2.62 1.21 -0.21  0.32
H -0.23 -1.23 0.34  0.32
H 1.86 1.28 1.39  0.20

The value obtained for the energy above the lowest of the compared OMol25 structures with the same formula, charge and spin is 656.0 kJ/mol. The SMILES is NCC[C@H]1CCN1. Its total charge is 0.

=====

No. 2
Entry from the OMol25 dataset: a cluster of 15 separate species, C38H100O32S10 in total at a distorted geometry (wB97M-V/def2-TZVPD).

Each line ends with the Mulliken charge.
Cartesian coordinates (Å):
S 5.28 -0.76 2.32  1.08
S 0.72 -5.53 -1.08  1.24
S -2.57 6.34 0.86  1.35
S 5.23 3.59 1.78  1.08
S -5.28 1.03 -0.65  1.16
S -2.35 -3.54 -4.73  1.05
S 1.10 -2.58 2.51  0.85
S -5.64 -3.51 -2.31  1.32
S -4.30 -1.51 3.31  1.07
S -0.83 0.03 -2.20  0.34
O -4.14 -3.74 -1.83  -0.36
O 6.59 3.68 2.16  -0.76
O 0.48 -0.17 -2.73  0.06
O 4.32 2.79 2.59  -0.75
O -1.88 0.49 -3.04  -0.28
O -2.43 5.85 -0.50  -0.59
O -4.68 -0.22 -0.36  -0.14
O 4.41 -0.72 1.16  -0.08
O 5.60 -1.84 -1.55  -0.55
O -3.31 -4.53 -4.33  -0.84
O 1.96 2.33 -4.28  -0.65
O -6.12 -4.80 -2.78  -0.72
O 1.58 -1.79 3.69  -0.91
O -3.37 5.66 1.89  -0.66
O 1.84 -4.72 -1.89  -0.57
O -6.28 1.52 0.24  -0.86
O 1.39 -6.64 -0.46  -0.72
O 6.48 0.13 1.90  -0.24
O 0.22 0.75 3.83  0.05
O -3.20 -1.63 2.40  -0.10
O -1.43 -3.21 -3.64  -0.42
O -0.70 3.24 -5.42  -0.64
O -3.74 -1.45 4.80  -0.52
O 5.77 -2.03 2.75  -0.78
O 0.83 -1.85 1.29  -0.06
O -1.96 2.50 3.22  -0.68
O -5.25 -2.53 3.33  -0.72
O -0.04 -4.64 -0.26  -0.42
O -1.10 6.53 1.43  -0.38
O -0.65 1.21 -1.15  0.05
O 4.65 5.01 1.73  -0.07
O -5.50 -2.45 -3.26  -0.62
C 0.92 5.50 2.15  -1.63
C -0.68 -2.31 -6.41  -0.61
C 7.77 0.14 2.57  -0.32
C -1.34 -3.70 -6.23  -0.76
C -0.33 -6.13 -2.37  -0.88
C 6.29 -3.10 -1.43  -0.66
C 2.02 -4.84 3.36  -0.91
C -1.80 -1.31 6.31  -1.18
C -2.32 2.46 1.82  -0.43
C -3.03 8.06 1.03  -1.05
C 5.23 3.16 0.12  -0.85
C -3.36 -4.27 0.59  -0.13
C -5.09 0.13 3.10  -0.48
C 7.74 0.55 4.02  -1.11
C -2.50 -0.73 5.11  0.39
C -2.99 -1.95 -5.23  0.41
C -4.80 1.38 -3.14  0.56
C -6.44 -2.91 -0.93  -0.48
C 4.59 0.00 3.71  -0.23
C 5.00 7.27 2.36  -1.20
C -0.44 5.26 1.72  0.52
C -3.88 -4.77 -0.84  -0.66
C 2.30 -3.88 2.26  0.01
C -4.40 2.61 -2.42  -0.36
C 1.30 2.22 -0.20  -0.55
C 0.46 -5.07 3.33  -0.83
C 0.41 1.01 -0.17  -0.12
C -0.17 -3.76 2.92  0.77
C 5.53 6.16 1.53  -0.20
C 2.64 1.62 -5.28  -0.60
C 1.66 -3.32 -2.13  1.92
C -1.80 -1.23 -5.80  -0.28
C -4.08 2.19 -1.03  0.79
C -1.60 3.26 -4.35  -0.27
C 1.25 1.74 3.94  -0.46
C -1.51 -1.37 -1.30  1.31
C -5.96 0.74 -2.33  -1.08
C 2.54 -2.80 -3.22  -1.22
H 3.34 -3.51 2.32  0.28
H 2.78 2.44 -5.96  0.36
H -3.12 1.79 -0.93  -1.03
H -2.38 -1.13 -0.69  -0.26
H 7.65 -0.28 4.77  0.33
H -7.54 -2.94 -1.03  0.48
H 0.16 -5.98 2.82  0.38
H 0.61 -3.17 -2.38  -0.48
H -3.96 0.67 -3.23  -0.71
H -2.84 0.24 5.33  0.48
H -5.14 1.60 -4.18  0.66
H 1.52 2.24 3.04  -0.22
H -2.62 8.26 2.01  0.34
H -3.89 -2.08 -5.88  0.60
H -2.50 8.55 0.15  0.32
H 0.21 3.00 -5.11  0.38
H 0.59 -0.13 3.70  0.11
H -3.06 -5.40 -1.17  0.07
H -0.89 -0.69 6.51  0.29
H -0.83 -1.77 -0.55  -0.33
H 8.33 0.89 1.93  0.33
H 1.99 0.89 -5.83  0.14
H 5.53 2.11 -0.01  0.30
H 4.26 1.04 3.35  -0.12
H 2.08 -4.36 1.29  -0.27
H 2.16 -1.77 -3.33  -0.01
H 6.56 -3.51 -2.42  0.30
H 0.15 -5.34 4.34  0.40
H 5.94 3.85 -0.32  0.39
H -0.94 4.72 2.52  0.12
H -6.16 -0.32 -2.51  0.27
H 2.35 -3.34 -4.16  0.38
H -2.10 -0.58 -6.57  0.73
H 0.93 2.37 4.83  0.32
H 0.14 -2.16 -5.74  0.11
H -1.18 1.97 3.30  0.22
H -4.18 2.97 -0.28  0.32
H -0.95 -5.36 -2.84  -0.16
H 6.97 1.31 4.28  0.29
H 2.07 2.18 0.57  0.06
H 5.51 6.38 0.42  0.27
H -2.23 2.34 -4.32  0.08
H 3.93 7.43 2.13  0.25
H 3.62 -2.70 -3.02  0.12
H 8.68 1.08 4.32  0.36
H -6.28 -3.60 -0.09  0.39
H -2.98 -5.13 1.10  0.50
H -2.40 -1.45 7.24  0.35
H -0.20 0.98 0.76  -0.20
H 1.02 0.05 -0.40  0.56
H -0.98 -6.93 -2.01  0.40
H -0.65 -3.91 1.99  -0.82
H -5.88 -2.02 -0.71  -0.17
H -1.78 -2.14 -2.01  -0.66
H 0.31 -6.54 -3.11  0.46
H 4.25 3.30 -0.36  0.26
H -6.95 1.29 -2.32  0.32
H 1.48 4.65 2.58  0.29
H 1.80 2.38 -1.16  0.25
H -5.54 0.15 2.06  -0.06
H -3.40 -1.54 -4.30  -0.74
H 5.68 -3.89 -0.90  0.23
H -0.64 -4.56 -6.04  0.39
H -4.10 -3.72 1.16  0.15
H 0.89 6.32 2.88  0.48
H -1.10 3.37 -3.40  0.17
H -2.56 -3.55 0.41  -0.47
H -0.55 -2.17 -7.48  0.38
H -3.50 3.08 -2.82  -0.19
H 5.51 8.19 2.03  0.39
H -2.92 1.59 1.53  0.32
H 3.74 -0.70 4.05  0.06
H 1.56 1.75 -3.61  0.29
H -4.12 8.11 1.12  0.39
H 5.34 -1.53 -0.61  0.23
H 7.22 -3.02 -0.90  0.31
H -5.24 3.30 -2.47  0.49
H -4.75 -5.41 -0.63  0.50
H -1.50 2.42 1.14  0.08
H -1.99 -3.97 -7.03  0.47
H -1.23 -0.63 -5.08  -0.40
H 1.90 -2.79 -1.22  -0.05
H 1.52 5.80 1.31  0.40
H -4.45 1.00 3.21  0.11
H 0.65 3.03 -0.05  -0.21
H 8.31 -0.80 2.43  0.30
H -5.91 0.25 3.87  0.46
H 3.60 1.25 -4.96  0.31
H 5.35 -0.10 4.43  0.58
H 2.10 1.24 4.25  0.36
H -2.25 4.15 -4.44  0.31
H -2.91 3.34 1.72  0.34
H -1.26 -2.30 6.04  0.19
H 5.13 7.08 3.39  0.32
H 6.58 5.82 1.84  0.32
H -0.46 4.73 0.73  0.08
H -1.92 -0.62 4.16  -0.14
H 2.60 -5.82 3.33  0.36
H 2.30 -4.51 4.33  0.37
H -0.81 -3.31 3.68  0.23

The value obtained for the energy above the lowest of the compared OMol25 structures with the same formula, charge and spin is 130.7 kJ/mol. Its total charge is 0.

=====

No. 3
Entry from the OMol25 dataset: a structure of composition C5H7N2O2 at a distorted geometry (wB97M-V/def2-TZVPD).

Each line ends with the Mulliken charge.
Cartesian coordinates (Å):
O -1.67 2.68 -0.05  -0.46
O 3.45 0.52 -0.07  -0.26
N 0.28 1.52 0.05  -0.03
N -0.32 -0.57 -0.05  0.12
C -1.48 0.18 0.07  -0.62
C -0.23 -2.04 -0.02  -0.72
C 2.68 -0.36 -0.15  0.34
C 0.72 0.23 -0.06  0.08
C -1.09 1.51 0.08  0.35
H -0.87 -2.46 -0.90  0.30
H -2.40 2.84 0.50  0.36
H -0.76 -2.25 1.02  0.36
H 2.60 -1.49 -0.08  0.29
H 0.81 -2.33 -0.03  0.16
H 0.70 2.29 -0.30  0.26
H -2.43 -0.26 -0.01  0.48

The value obtained for the energy above the lowest of the compared OMol25 structures with the same formula, charge and spin is 313.3 kJ/mol. Its total charge is +1.

=====

No. 4
Entry from the OMol25 dataset: a structure of composition C2H6NaS (wB97M-V/def2-TZVPD).

Each line ends with the Mulliken charge.
Cartesian coordinates (Å):
S -0.56 -0.91 -0.96  -0.26
Na 0.23 -2.72 -3.86  0.93
C 0.18 -0.34 0.60  -0.39
C 0.26 1.18 0.72  -0.93
H -0.37 -0.78 1.45  0.32
H 0.76 1.46 1.66  0.30
H 0.83 1.60 -0.13  0.29
H -0.75 1.62 0.71  0.31
H 1.20 -0.78 0.59  0.30
H -1.76 -0.33 -0.77  0.14

Its total charge is +1.

=====

No. 5
Entry from the OMol25 dataset: a cluster of 2 separate species, C4H11NO in total at a distorted geometry (wB97M-V/def2-TZVPD).

Each line ends with the Mulliken charge.
Cartesian coordinates (Å):
O 1.97 1.09 -0.09  -0.40
N -0.90 1.45 -0.39  -0.53
C -0.73 0.58 0.70  -0.06
C 1.46 -0.08 0.40  -0.19
C 1.27 -1.12 -0.66  -1.06
C -1.65 -0.61 0.69  -1.23
H 0.73 -1.99 -0.29  0.27
H -1.40 -1.30 1.50  0.33
H -0.76 1.14 1.64  0.40
H -2.69 -0.30 0.81  0.35
H -0.26 2.24 -0.38  0.27
H 0.75 -0.73 -1.56  0.28
H -0.90 0.99 -1.29  0.25
H 0.58 0.06 1.20  0.36
H 2.26 -1.45 -0.99  0.36
H -1.57 -1.16 -0.25  0.33
H 1.83 1.16 -1.05  0.27

The value obtained for the energy above the lowest of the compared OMol25 structures with the same formula, charge and spin is 397.1 kJ/mol. Its total charge is 0.

=====

No. 6
Entry from the OMol25 dataset: a cluster of 4 separate species, C4H16N6O4 in total at a distorted geometry (wB97M-V/def2-TZVPD).

Each line ends with the Mulliken charge.
Cartesian coordinates (Å):
O -3.41 1.12 3.02  -0.69
O 2.06 2.77 0.67  -0.64
O -0.88 1.24 -0.07  -0.60
O 2.56 -2.15 -0.64  -0.72
N -2.61 -0.92 3.45  -0.36
N 1.69 1.93 -1.26  -0.32
N 3.58 2.63 -0.89  -0.37
N 1.07 -2.67 -2.16  -0.41
N -4.23 -0.79 2.09  -0.44
N 2.03 -0.85 -2.39  -0.35
C 1.92 -1.85 -1.65  0.74
C -3.40 -0.11 2.91  0.74
C -1.19 -0.10 0.21  -0.37
C 2.42 2.52 -0.41  0.61
H -2.24 -0.33 0.06  0.30
H -4.12 -1.78 1.91  0.15
H 0.89 1.47 -0.83  0.17
H 1.02 -3.58 -1.72  0.24
H -1.00 -0.49 1.21  0.20
H 0.84 -2.47 -3.12  0.15
H -1.82 -0.60 4.00  0.23
H 3.76 2.44 -1.87  0.17
H -0.59 -0.75 -0.42  0.07
H -2.74 -1.92 3.42  0.17
H 2.80 -0.26 -2.12  0.21
H 4.23 3.12 -0.30  0.23
H -1.07 1.68 0.76  0.31
H -4.99 -0.28 1.66  0.21
H 1.53 -0.80 -3.27  0.15
H 1.86 1.80 -2.24  0.25

The value obtained for the energy above the lowest of the compared OMol25 structures with the same formula, charge and spin is 298.1 kJ/mol. The SMILES is NC(N)=O.NC(N)=O.NC(N)=O.CO. Its total charge is 0.

=====

Number 1: LUMO energy 1.055 eV. Number 2: LUMO energy 0.173 eV. Number 3: LUMO energy -4.334 eV. Number 4: LUMO energy -5.217 eV. Number 5: LUMO energy 0.951 eV. Number 6: LUMO energy 0.345 eV.